(1)
C32H46AuN8O2SbSi | ωB97M-V/def2-TZVPD

Structure (XYZ):
```
91
Properties=species:S:1:pos:R:3:forces:R:3
Au -0.3394 -0.2220 -0.3454 0.021 -0.049 -0.082
C -3.5110 0.7944 3.9665 -0.010 -0.099 -0.027
N -2.3225 0.3783 3.2360 -0.046 0.314 -0.149
C -2.2723 -0.1081 1.9970 -0.020 0.020 -0.002
N -1.0311 -0.0264 1.5511 -0.048 -0.056 0.047
C -0.3408 0.5415 2.5835 0.014 0.023 0.031
N -1.0995 0.8160 3.6123 0.035 -0.066 0.037
C -3.9394 2.2141 3.6441 0.125 -0.022 -0.066
C -4.6530 2.9509 4.5802 -0.023 -0.029 0.017
C -5.1259 4.2177 4.2647 -0.021 -0.017 0.054
C -4.8916 4.7664 3.0163 0.014 0.017 -0.051
C -4.1600 4.0409 2.0828 -0.012 -0.058 0.059
C -3.6830 2.7743 2.4012 0.002 -0.007 0.033
C -3.9301 4.5648 0.7389 -0.062 0.019 -0.047
N -4.6182 5.4275 0.0784 0.009 0.025 0.087
N -4.0397 5.5084 -1.1813 0.026 -0.047 0.007
C -3.0526 4.6800 -1.1823 -0.104 0.045 -0.057
O -2.9153 4.0437 0.0081 0.052 -0.016 -0.005
C -2.1391 4.3504 -2.2726 -0.041 0.028 -0.073
C -2.6054 4.3841 -3.5817 0.032 -0.006 -0.003
C -1.7393 4.0644 -4.6156 0.012 -0.010 0.030
C -0.4205 3.7368 -4.3412 -0.013 0.037 -0.015
C 0.0517 3.7269 -3.0331 0.029 0.054 -0.082
C 1.5163 3.4551 -2.7859 0.053 -0.021 -0.029
N 1.8452 3.3030 -1.3877 0.094 -0.037 -0.024
C 1.9227 2.1813 -0.6605 -0.012 0.061 0.096
N 2.1398 2.4825 0.6077 0.014 -0.151 0.063
C 2.1943 3.8384 0.5896 -0.003 -0.024 0.017
N 2.0207 4.3822 -0.5941 -0.028 0.049 -0.031
C -0.8166 4.0224 -1.9989 -0.011 -0.084 0.111
H -3.3016 0.6776 5.0274 -0.001 0.013 0.007
H -4.3031 0.0953 3.6922 -0.011 -0.017 0.067
H -3.1225 -0.4798 1.4506 0.002 -0.033 0.011
H 0.7155 0.7528 2.5335 -0.005 0.054 -0.005
H -4.8462 2.5341 5.5616 0.004 -0.002 0.006
H -5.6810 4.7807 5.0028 0.001 -0.001 0.004
H -5.2618 5.7486 2.7568 -0.001 0.002 -0.006
H -3.1162 2.2394 1.6513 0.022 -0.036 -0.003
H -3.6363 4.6480 -3.7734 -0.003 0.002 -0.004
H -2.0942 4.0655 -5.6375 0.003 0.006 -0.002
H 0.2530 3.4904 -5.1541 -0.007 0.000 -0.008
H 2.1113 4.2879 -3.1631 0.008 -0.026 -0.016
H 1.8269 2.5495 -3.3086 -0.029 -0.031 0.050
H 1.7894 1.2000 -1.0944 0.058 0.061 -0.042
H 2.3712 4.4379 1.4675 0.003 0.002 0.002
H -0.4660 4.0146 -0.9750 -0.019 0.023 -0.006
C 0.2638 -0.0428 -5.0036 -0.015 -0.031 0.027
Si 0.7927 -0.9777 -3.4625 0.063 -0.051 -0.014
C 2.6549 -1.2331 -3.5424 -0.065 0.011 -0.025
C -0.0430 -2.6565 -3.4665 0.005 0.029 -0.017
O 0.4143 -0.0848 -2.1667 -0.036 0.082 -0.010
H 0.5055 -0.5958 -5.9147 0.007 -0.001 -0.003
H 0.7623 0.9276 -5.0602 0.022 0.022 -0.003
H -0.8127 0.1419 -4.9930 -0.010 0.003 -0.001
H 2.9425 -1.8244 -4.4156 0.002 -0.012 -0.004
H 3.0079 -1.7517 -2.6480 -0.002 -0.010 0.017
H 3.1838 -0.2776 -3.6034 -0.013 0.001 0.012
H 0.1148 -3.1747 -4.4158 0.006 -0.007 -0.005
H -1.1204 -2.5554 -3.3142 -0.010 -0.003 0.000
H 0.3510 -3.2898 -2.6698 0.010 -0.008 0.029
C 2.9492 -5.5998 -0.8678 -0.020 0.002 -0.010
C 3.3576 -4.6949 0.2892 0.012 0.014 0.028
C 4.7761 -4.1694 0.0990 -0.018 -0.005 -0.016
Sb 1.9543 -3.0424 0.4688 -0.086 -0.030 0.047
C 0.2563 -4.3033 1.0318 0.027 -0.017 0.010
C -0.6036 -4.5912 -0.1950 0.006 -0.006 -0.025
C -0.6059 -3.6918 2.1300 0.016 -0.016 0.008
C 2.4642 -2.4190 2.4945 -0.029 -0.021 -0.007
C 2.8237 -3.5754 3.4194 0.023 0.017 -0.008
C 3.5495 -1.3469 2.4961 -0.010 -0.004 0.122
H 3.6785 -6.4047 -1.0028 -0.001 -0.004 0.001
H 2.9004 -5.0445 -1.8090 -0.002 -0.001 -0.007
H 1.9754 -6.0638 -0.7017 0.005 0.000 -0.007
H 3.2996 -5.2616 1.2224 -0.008 0.006 -0.004
H 4.8480 -3.5457 -0.7964 0.002 -0.003 0.000
H 5.4839 -4.9957 -0.0205 0.000 -0.001 -0.001
H 5.1096 -3.5688 0.9458 0.017 0.015 0.027
H 0.6883 -5.2406 1.3973 0.030 0.015 0.003
H -1.0326 -3.6655 -0.5885 -0.006 0.000 -0.014
H -1.4321 -5.2609 0.0584 0.002 0.000 0.002
H -0.0386 -5.0553 -1.0047 -0.009 0.003 -0.008
H -1.0572 -2.7597 1.7835 -0.007 0.050 0.000
H -0.0484 -3.4765 3.0413 0.002 -0.011 0.022
H -1.4224 -4.3721 2.3951 -0.006 0.009 -0.013
H 1.5357 -1.9597 2.8493 -0.014 0.002 -0.005
H 3.7728 -4.0289 3.1251 0.005 -0.007 -0.003
H 2.0684 -4.3638 3.4197 -0.009 -0.004 -0.002
H 2.9413 -3.2248 4.4499 -0.001 0.001 0.003
H 4.5043 -1.7472 2.1506 0.018 0.026 -0.045
H 3.7112 -0.9691 3.5118 0.007 -0.016 -0.015
H 3.2922 -0.4945 1.8681 -0.009 0.051 -0.090
```
Forces are in eV/Å.

Computed properties:
LUMO energy, eV: 0.02
Electronic energy, Ha: -2500.9869
Strongest force on any atom, eV/Å: 0.351
Frontier orbital gap, eV: 7.883

(2)
C32H46BCaF4N11OPSSe | ωB97M-V/def2-TZVPD

Structure (XYZ):
```
99
Properties=species:S:1:pos:R:3:forces:R:3
Ca 0.7009 0.9188 -0.0250 0.661 -0.337 -0.581
C 6.3833 1.6525 0.7058 -0.133 -0.019 -0.054
N 5.2857 1.2117 -0.1386 0.078 0.009 0.188
C 5.2686 1.2207 -1.5065 -0.012 -0.020 -0.008
C 4.0282 0.7859 -1.8725 -0.054 -0.111 0.123
N 3.2838 0.5097 -0.7585 0.256 0.439 -0.187
C 4.0599 0.7741 0.2779 0.165 -0.253 -0.169
P 3.7439 0.3283 2.0190 -0.136 0.101 -0.078
C 2.5578 1.6387 2.4678 -0.150 -0.040 0.103
N 1.7215 2.2305 1.6439 0.343 0.567 0.387
C 1.0016 3.1267 2.3839 0.098 -0.007 -0.165
C 1.4082 3.0692 3.6821 0.071 -0.013 0.037
N 2.3969 2.1190 3.7312 0.118 -0.014 0.191
C 3.1105 1.6951 4.9236 -0.059 0.016 -0.138
C 2.6602 -1.1093 1.7214 0.040 -0.117 0.012
N 1.8460 -1.2806 0.7023 -0.083 -0.354 0.018
C 1.3379 -2.5420 0.8138 0.073 0.091 -0.050
C 1.8392 -3.1411 1.9335 0.006 0.000 0.013
N 2.6799 -2.2266 2.5104 0.151 0.005 0.137
C 3.4127 -2.4128 3.7510 -0.083 0.067 -0.126
H 7.1971 1.9928 0.0720 0.000 -0.001 -0.046
H 6.7398 0.8408 1.3371 0.002 -0.059 0.011
H 6.0700 2.4799 1.3407 -0.025 0.030 -0.026
H 6.1126 1.5643 -2.0842 -0.094 -0.006 0.073
H 3.6161 0.6821 -2.8634 0.033 0.061 0.096
H 0.2327 3.7376 1.9356 0.082 -0.046 0.033
H 1.0858 3.6021 4.5622 0.008 -0.083 -0.060
H 2.7758 2.2975 5.7620 -0.034 0.045 0.026
H 4.1837 1.8249 4.8005 0.044 0.022 -0.034
H 2.9061 0.6496 5.1463 -0.056 -0.036 0.002
H 0.6482 -2.9342 0.0819 0.025 0.039 0.091
H 1.6690 -4.1130 2.3716 0.013 0.125 -0.034
H 3.3414 -3.4552 4.0466 -0.022 -0.049 -0.013
H 2.9963 -1.7966 4.5469 -0.061 0.002 0.014
H 4.4612 -2.1549 3.6199 0.041 0.016 -0.037
F 1.8400 4.6856 -2.8055 0.039 -0.385 0.246
B 2.0098 3.6016 -1.9359 0.144 0.120 -0.019
F 1.0262 3.6172 -0.9091 -0.010 -0.253 -0.060
F 1.8341 2.3641 -2.6478 -0.025 0.253 0.145
F 3.2917 3.6298 -1.3423 -0.355 -0.006 -0.218
C 3.2385 -3.8918 -4.5650 0.026 0.050 -0.011
N 2.8059 -2.5826 -5.0109 0.075 -0.021 0.021
C 3.5441 -1.7338 -5.8240 -0.022 -0.255 0.153
C 2.8253 -0.6090 -5.9685 -0.248 0.140 0.044
N 1.6532 -0.7746 -5.2490 0.000 0.110 0.036
C 0.6139 0.2382 -5.1130 0.002 -0.096 -0.082
C 1.6350 -1.9887 -4.6374 0.296 0.096 -0.280
Se 0.3216 -2.6945 -3.5661 0.023 0.076 0.006
H 3.7255 -4.4143 -5.3877 -0.003 0.029 -0.008
H 2.3619 -4.4448 -4.2395 -0.039 -0.002 -0.006
H 3.9287 -3.8065 -3.7246 -0.010 0.026 0.000
H 4.5062 -2.0068 -6.2246 -0.084 -0.021 0.061
H 3.0378 0.2916 -6.5215 -0.066 -0.066 0.090
H 0.5926 0.8416 -6.0181 0.018 -0.019 -0.026
H 0.8044 0.8783 -4.2595 0.079 0.109 0.178
H -0.3401 -0.2611 -4.9741 -0.035 -0.042 -0.003
C -3.2476 -3.6392 2.2215 0.039 0.070 -0.025
C -3.1913 -3.2394 0.7457 0.009 0.098 0.172
C -2.2892 -2.0287 0.5182 -0.073 0.049 -0.007
N -2.8880 -0.8448 1.1051 0.031 0.161 0.091
C -2.0146 0.3468 1.1365 -0.167 -0.036 0.253
S -0.5899 0.0133 2.2838 -0.223 -0.055 -0.027
N -2.8078 1.4390 1.8557 -0.092 -0.230 -0.201
C -4.0033 1.5991 2.4430 0.062 0.007 0.120
O -4.2324 2.5586 3.1916 0.020 -0.089 -0.162
C -5.1581 0.6683 2.1700 -0.062 0.113 0.017
C -5.3148 -0.5293 2.8562 0.071 -0.042 0.031
C -6.4393 -1.3137 2.6457 0.014 0.043 0.012
C -7.4227 -0.9028 1.7532 0.013 0.035 -0.060
C -7.2869 0.3103 1.0909 0.051 -0.006 0.044
C -6.1627 1.0984 1.3098 -0.012 -0.067 -0.009
H -4.0835 -4.3118 2.4341 0.054 -0.007 -0.006
H -3.3534 -2.7401 2.8338 -0.009 -0.096 -0.046
H -2.3194 -4.1360 2.5246 -0.072 0.043 -0.021
H -4.2003 -2.9955 0.3912 0.027 -0.060 -0.023
H -2.8253 -4.0756 0.1416 -0.072 0.001 -0.033
H -2.0885 -1.9076 -0.5547 0.078 -0.001 -0.082
H -1.3345 -2.1772 1.0209 0.086 -0.022 0.007
H -3.7313 -0.6299 0.5863 0.053 0.014 0.002
H -2.1547 2.1285 2.1947 0.091 0.141 -0.007
H -4.5359 -0.8472 3.5384 -0.033 -0.011 -0.061
H -6.5464 -2.2533 3.1744 0.016 0.000 -0.005
H -8.2901 -1.5271 1.5709 0.011 0.025 0.035
H -8.0562 0.6480 0.4063 0.017 -0.018 0.003
H -6.0583 2.0553 0.8108 0.003 -0.040 -0.003
C -2.5978 2.9079 -0.8765 -0.053 -0.084 0.040
C -2.3137 1.4114 -1.1351 -0.098 -0.076 0.060
C -3.6591 0.7133 -1.4061 0.045 -0.039 -0.094
C -1.4979 1.3192 -2.4335 0.156 0.015 0.152
N -1.4680 0.8047 -0.0985 -1.049 0.189 -0.062
H -2.9895 3.3935 -1.7795 -0.001 -0.027 0.072
H -1.6686 3.4067 -0.5919 -0.023 0.024 -0.050
H -3.3225 3.0358 -0.0697 0.045 0.036 -0.035
H -4.1618 1.2033 -2.2496 0.027 -0.056 0.062
H -4.3338 0.7759 -0.5514 0.007 0.038 -0.074
H -3.5017 -0.3397 -1.6685 -0.043 0.089 0.044
H -2.1048 1.5679 -3.3089 0.035 0.068 -0.011
H -1.1275 0.2955 -2.5411 -0.019 -0.015 -0.097
H -0.6462 2.0126 -2.4079 -0.072 -0.093 -0.031
```
Forces are in eV/Å.

Computed properties:
LUMO energy, eV: 2.06
Net charge: -1
Electronic energy, Ha: -6167.8740
Strongest force on any atom, eV/Å: 1.068
Frontier orbital gap, eV: 5.608